# C21H27Cl2O7PtS3

A molecular structure, C21H27Cl2O7PtS3 in a non-equilibrium geometry (the ωB97M-V functional and the def2-TZVPD basis, the Open Molecules 2025 dataset).

Geometry as XYZ:
```
61
Properties=species:S:1:pos:R:3:forces:R:3:mulliken_charge:R:1
Pt 2.091118 -1.259854 -1.222244 0.61 0.82 -0.18 1.258
O 0.312450 0.677831 -1.557684 -0.70 0.33 -0.17 -0.164
C -1.023379 0.200797 -1.657842 0.18 -0.45 0.13 2.765
C -1.087900 -1.322964 -1.244199 0.08 0.34 -0.02 -0.287
O -2.137803 -1.934896 -1.354647 -0.42 -0.06 -0.23 -0.745
O -0.032931 -1.789502 -0.716496 0.61 -0.56 -0.44 -0.628
C -1.484966 0.399350 -3.087256 0.23 0.08 -0.14 -0.685
C -0.674188 1.076152 -3.991637 0.05 -0.07 0.10 -0.175
C -1.098766 1.290515 -5.291014 -0.03 0.05 -0.12 -0.870
C -2.337517 0.829493 -5.701474 0.07 0.08 -0.20 -0.418
C -3.149300 0.161144 -4.801116 -0.13 0.01 -0.06 -0.941
C -2.732476 -0.049591 -3.500464 -0.01 -0.02 -0.02 -0.240
C -1.930090 1.022008 -0.751066 0.00 0.08 0.20 -0.576
C -3.058418 0.494371 -0.137189 -0.08 -0.06 0.05 -0.156
C -3.869446 1.295054 0.646377 -0.12 0.12 0.09 -0.952
C -3.570922 2.633837 0.831647 -0.10 0.08 0.06 -0.469
C -2.450053 3.168165 0.218859 -0.02 0.11 0.06 -0.916
C -1.633461 2.369145 -0.559565 0.02 -0.02 -0.07 -0.081
H 0.558848 0.744483 -0.617994 0.06 0.01 -0.20 0.235
H 0.296699 1.423463 -3.678153 0.08 0.04 0.07 0.385
H -0.456591 1.824025 -5.980736 0.01 -0.03 -0.03 0.418
H -2.660604 0.985899 -6.722399 -0.06 0.02 -0.02 0.381
H -4.121285 -0.192468 -5.114602 -0.07 -0.07 -0.02 0.387
H -3.355207 -0.590641 -2.808519 -0.08 -0.04 0.09 0.437
H -3.296606 -0.548391 -0.271398 -0.01 -0.07 -0.04 0.564
H -4.748374 0.870913 1.111492 -0.05 -0.06 0.06 0.444
H -4.207376 3.259426 1.443661 -0.03 0.02 0.02 0.372
H -2.216458 4.216271 0.340151 0.06 0.08 0.03 0.395
H -0.763411 2.794263 -1.036114 0.10 0.01 -0.08 0.505
C -2.053469 -0.368868 3.402270 -0.03 0.28 0.09 -1.216
C -1.134374 0.834638 3.232884 -0.12 -0.18 0.05 0.221
C 0.307049 0.384046 3.083694 -0.30 -0.21 -0.59 -1.330
S 0.433353 -0.601494 1.498229 -0.81 -0.11 2.61 0.982
O 1.601783 0.059555 0.832529 1.01 0.14 -1.43 -1.154
C 1.029341 -2.191699 2.178861 0.04 0.04 -0.55 -1.053
C 2.491759 -2.254195 2.578817 0.12 0.26 0.14 0.265
C 2.844658 -1.593090 3.906638 0.00 -0.11 -0.17 -1.476
H -3.090000 -0.048669 3.481215 -0.11 -0.07 -0.02 0.368
H -1.793717 -0.926024 4.302354 0.00 -0.11 0.07 0.396
H -1.964655 -1.028465 2.540928 -0.12 -0.13 -0.05 0.267
H -1.225675 1.499068 4.096280 0.02 0.05 -0.03 0.487
H -1.440424 1.393793 2.348220 -0.01 0.13 -0.06 -0.139
H 0.608248 -0.211044 3.937623 0.14 -0.10 0.05 0.363
H 0.982667 1.224056 2.951868 0.19 -0.01 -0.06 0.425
H 0.878130 -2.880604 1.347468 -0.18 -0.03 0.00 0.431
H 0.349424 -2.433985 2.995959 -0.14 -0.02 0.01 0.535
H 3.089370 -1.823169 1.773598 0.01 -0.09 0.08 -0.160
H 2.760004 -3.312539 2.624779 -0.06 0.04 -0.12 0.557
H 2.881438 -0.511182 3.813368 -0.02 0.14 0.07 0.274
H 3.826685 -1.931577 4.230728 0.09 0.04 0.06 0.433
H 2.124078 -1.860561 4.681343 -0.02 0.03 0.13 0.307
O 2.977844 -3.396481 -0.205566 0.03 -0.43 0.33 -0.543
S 4.135977 -2.729536 -0.791158 1.36 -1.07 -0.47 1.091
O 5.349265 -3.506383 -0.803232 0.02 0.00 0.04 -0.669
O 4.324579 -1.369757 -0.235003 -0.35 0.29 0.06 -0.563
S 3.544231 -2.297556 -2.737994 -1.22 0.23 0.85 -0.394
Cl 4.793402 3.124939 -0.558298 0.17 0.45 0.09 -0.225
C 4.236839 1.460262 -0.670014 0.13 -0.48 0.23 0.268
Cl 3.225536 1.226738 -2.096414 0.07 0.16 -0.14 -0.086
H 3.648336 1.223491 0.215508 0.04 0.00 -0.21 -0.235
H 5.096727 0.797996 -0.745860 -0.20 0.13 -0.01 0.330
```
Forces are in eV/Å.

**Charge**: -1
**Energy above the lowest of the compared OMol25 structures with the same formula, charge and spin**: 285.86 kJ/mol
**Spin multiplicity**: 1
**HOMO-LUMO gap (spin up / spin down)**: 6.8 / 6.8 eV

# C12H28IrN3PS

A molecular structure, C12H28IrN3PS in a non-equilibrium geometry (the ωB97M-V functional and the def2-TZVPD basis, the Open Molecules 2025 dataset).

Geometry as XYZ:
```
46
Properties=species:S:1:pos:R:3:forces:R:3:mulliken_charge:R:1
Ir -0.316433 -0.994487 0.325489 0.17 -1.53 0.09 1.332
N 1.515136 -1.921937 -0.306014 -0.53 0.17 0.25 -0.763
C 2.813132 -1.871790 0.462143 -0.10 0.36 -0.31 -0.450
C 2.656615 -2.425924 1.846717 0.36 -0.25 0.16 -0.719
C 1.801159 -1.558179 2.725098 -0.30 0.17 0.05 -0.528
N 0.367186 -1.572663 2.252431 0.30 0.50 -0.10 -0.806
H 1.278418 -2.917215 -0.350048 -0.11 0.02 -0.08 0.412
H 1.719184 -1.673613 -1.272720 -0.15 0.18 -0.04 0.358
H 3.138983 -0.833408 0.496192 0.05 -0.11 -0.06 0.254
H 3.534953 -2.433991 -0.131663 0.03 -0.07 0.08 0.480
H 3.649211 -2.485239 2.299101 -0.01 -0.01 -0.01 0.366
H 2.292915 -3.459065 1.826873 -0.04 -0.01 0.01 0.340
H 2.127872 -0.519229 2.718650 0.04 0.02 0.02 0.321
H 1.819303 -1.911855 3.756421 -0.08 0.00 0.00 0.434
H -0.190874 -1.037008 2.921753 0.01 0.01 -0.05 0.393
H 0.048803 -2.544216 2.359588 -0.12 0.07 -0.09 0.435
S -3.869073 -2.649816 -1.859025 0.07 0.11 0.06 0.080
C -4.432595 -1.230037 -1.087461 0.03 -0.09 -0.02 -0.228
C -3.421567 -0.587739 -0.464533 0.00 0.06 0.19 -0.729
N -2.199134 -1.234045 -0.568630 0.40 0.07 -0.39 -0.001
C -2.319698 -2.345679 -1.309622 -0.13 -0.05 0.06 -0.079
H -5.473688 -0.947676 -1.125687 -0.01 0.02 0.01 0.463
H -3.509907 0.316001 0.110872 0.00 0.03 -0.01 0.343
H -1.490687 -2.992625 -1.551753 0.01 -0.02 -0.02 0.340
C 2.355256 2.777522 -0.840816 -0.11 -0.06 0.05 -1.448
C 1.954386 1.319901 -0.518361 0.01 0.29 -0.14 -0.376
P 0.156123 1.102825 -0.479771 0.02 0.01 0.44 0.565
C -0.459600 2.214270 0.824032 0.18 0.26 -0.28 -0.689
C -1.834681 1.942229 1.411630 -0.13 -0.14 0.10 -1.182
C -0.449137 1.486822 -2.150998 0.21 0.11 0.00 -0.511
C -1.919437 1.353582 -2.513499 -0.01 0.09 0.03 -1.125
H 3.439661 2.857544 -0.799075 0.01 -0.01 -0.01 0.436
H 1.944229 3.474376 -0.111004 0.04 0.02 -0.03 0.367
H 2.037038 3.074745 -1.838337 0.03 0.01 0.00 0.381
H 2.344169 1.051021 0.466423 -0.07 -0.02 -0.02 0.151
H 2.384029 0.650662 -1.268641 -0.02 -0.03 0.04 0.417
H -0.432004 3.225344 0.399385 0.03 -0.05 -0.01 0.554
H 0.316486 2.196759 1.594848 0.00 -0.05 0.02 0.494
H -2.627369 2.144708 0.693525 -0.01 0.02 0.03 0.290
H -1.995156 2.591955 2.270871 -0.02 0.04 -0.04 0.454
H -1.940118 0.914338 1.783198 0.00 0.01 -0.04 0.234
H 0.188551 0.926177 -2.843198 -0.03 -0.05 0.05 0.418
H -0.142152 2.536091 -2.266418 0.04 -0.03 0.07 0.494
H -2.239818 0.319446 -2.513541 -0.05 -0.10 -0.07 0.284
H -2.058700 1.736917 -3.523300 0.00 0.04 0.02 0.433
H -2.560973 1.934191 -1.851133 -0.01 0.00 -0.01 0.313
```
Forces are in eV/Å.

**Charge**: +3
**Energy above the lowest of the compared OMol25 structures with the same formula, charge and spin**: 139.37 kJ/mol
**Spin multiplicity**: 1
**HOMO-LUMO gap (spin up / spin down)**: 7.3 / 7.3 eV

# C4H8N2O

A molecular structure, C4H8N2O in a non-equilibrium geometry (the ωB97M-V functional and the def2-TZVPD basis, the Open Molecules 2025 dataset).

Geometry as XYZ:
```
15
Properties=species:S:1:pos:R:3:forces:R:3:mulliken_charge:R:1
C 2.738832 0.446356 -0.116384 1.85 3.33 0.30 -0.568
C 0.507745 -0.147283 -0.136349 2.37 2.37 -1.46 0.250
C -0.548665 -1.020996 0.173899 -1.80 -1.75 -0.19 -0.500
C -1.908753 -0.948792 -0.004218 0.93 0.94 -1.16 -0.365
H 2.275816 1.308035 -0.888699 1.59 -1.99 2.04 0.216
H 3.055938 1.108901 1.055895 -1.16 -2.12 -3.56 0.188
H 3.823353 0.092410 -0.494412 -2.78 0.50 0.79 0.239
H 0.153058 0.872205 -0.710714 1.62 -2.13 1.60 0.259
H -0.034421 -1.960120 0.290789 -0.87 -0.82 0.67 0.301
H -2.549892 -1.772117 -0.044013 -0.52 -1.62 0.30 0.396
H -3.616069 0.400025 -0.132251 2.35 -1.23 -0.26 0.292
H -1.226834 0.685713 1.049584 -2.45 2.89 -2.91 0.394
N 1.741738 -0.580041 0.093282 -2.18 2.21 -0.24 -0.437
N -2.584249 0.192265 -0.384024 0.05 2.85 2.11 -0.190
O -1.827591 1.323441 0.247611 1.00 -3.44 1.98 -0.476
```
Forces are in eV/Å.

**Charge**: 0
**Energy above the lowest of the compared OMol25 structures with the same formula, charge and spin**: 687.96 kJ/mol
**Spin multiplicity**: 1
**HOMO-LUMO gap**: 8.6 eV

# H16O7S

8 unconnected molecules or ions with the total composition H16O7S in a non-equilibrium geometry (the ωB97M-V functional and the def2-TZVPD basis, the Open Molecules 2025 dataset).

Geometry as XYZ:
```
24
Properties=species:S:1:pos:R:3:forces:R:3:mulliken_charge:R:1
O 0.804596 2.558276 1.441203 0.24 -0.76 0.64 -0.627
H 1.345065 2.449637 2.239569 0.07 0.64 -0.15 0.329
H 0.592520 1.621964 1.321680 -0.12 0.21 -0.65 0.315
O 0.351204 -0.487660 2.384501 0.02 0.34 -0.36 -0.629
H -0.014255 -0.725687 1.524756 -0.07 -0.34 -0.04 0.336
H -0.079953 0.365569 2.505439 -0.18 -0.08 0.53 0.277
O -0.553621 -2.110368 -2.105235 -0.40 -0.42 0.22 -0.587
H -0.105862 -1.302671 -2.356765 0.36 -0.04 0.06 0.297
H 0.095390 -2.728843 -1.743550 0.27 0.34 -0.17 0.317
O -3.328995 -3.127020 0.254068 -0.49 0.11 0.30 -0.687
H -3.651942 -2.810871 -0.602322 0.39 0.11 0.08 0.323
H -2.378346 -3.186045 0.195721 0.34 -0.18 -0.48 0.319
O -2.535772 -0.382648 1.272873 0.36 -0.36 -0.13 -0.642
H -2.577120 -1.232613 0.805023 -0.38 0.21 -0.24 0.323
H -2.679567 -0.681103 2.173862 -0.09 0.22 0.31 0.331
O 1.653702 -3.544927 -0.356848 0.08 -0.62 1.24 -0.618
H 1.210881 -3.580460 0.504126 -0.74 0.70 -0.25 0.306
H 2.341370 -4.158015 -0.062867 0.57 -0.03 -1.00 0.304
O -3.346580 -0.968108 -1.888625 -0.23 0.40 -0.57 -0.538
H -2.927997 -0.114956 -1.738699 0.13 -0.02 0.53 0.279
H -3.627769 -0.856037 -2.806334 -0.10 -0.42 0.09 0.276
S 3.843584 4.511761 -0.465255 -0.28 -0.41 0.45 -0.297
H 2.719247 3.833744 -0.848756 0.63 0.59 -0.17 0.157
H 4.119400 5.188988 -1.583684 -0.38 -0.19 -0.24 0.136
```
Forces are in eV/Å.

**Charge**: 0
**Structure (SMILES)**: O.O.O.O.O.O.O.S
**Energy above the lowest of the compared OMol25 structures with the same formula, charge and spin**: 182.51 kJ/mol
**Spin multiplicity**: 1
**HOMO-LUMO gap**: 9.7 eV

Energy across the listed records, respectively: -97345.595 -40303.773 -9299.263 -25426.976 eV.